DFT (ωB97M-V/def2-TZVPD) results for an isolated molecule of C28H44N4O4S at a distorted geometry.

Structure (XYZ):
```
81
Properties=species:S:1:pos:R:3:forces:R:3
S 4.100111 -1.837044 -0.543587 0.1 0.0 0.1
O -3.671295 2.237012 0.526758 -0.2 0.2 -0.2
O -0.606783 -0.499438 1.507931 0.1 -0.1 0.0
O 3.533934 -3.096207 -0.167423 -0.2 0.2 0.2
O 5.017035 -1.789235 -1.645340 -0.1 0.3 0.0
N -0.236751 2.095891 -1.640575 -0.2 0.0 0.1
N 4.872003 -1.212394 0.784163 -0.4 -0.7 -0.9
N -5.082783 -0.904558 0.527285 0.1 -0.2 0.2
N -3.045990 0.558960 1.920344 0.1 -0.2 0.2
C 7.234024 2.369396 1.206993 0.1 0.0 -0.3
C -0.138312 3.042174 -2.727806 0.1 0.2 -0.3
C -1.333777 2.086133 -0.860596 -0.2 -0.1 0.4
C -3.336330 -1.491023 -1.750420 -0.1 -0.2 -0.1
C -5.140907 -2.215758 -0.090527 0.0 -0.1 -0.2
C -4.336170 0.346934 2.519292 -0.3 -0.1 -0.1
C 7.009357 -0.125869 1.340489 0.0 -0.1 -0.4
C -1.540557 1.253625 0.195353 0.0 0.0 -0.1
C -0.536677 0.274724 0.554662 0.0 0.2 -0.1
C 5.903285 2.446189 0.464059 -0.1 0.0 0.3
C 0.768752 1.187559 -1.403103 0.4 -0.5 0.3
C 5.694483 -0.041469 0.560027 0.3 0.5 0.0
C 2.765130 -0.688029 -0.898184 0.4 -0.5 0.1
C -4.976893 -0.938387 1.970625 0.1 0.2 0.0
C 4.997047 1.286949 0.871264 0.0 -0.1 -0.3
C -6.041907 0.055265 0.009179 -0.2 0.1 0.1
C -2.166172 -2.245852 -1.131966 -0.2 0.2 -0.1
C -4.676572 -2.199224 -1.551669 0.1 0.2 0.1
C -9.865750 0.729762 0.181145 0.2 0.1 -0.2
C 0.634988 0.274552 -0.338039 0.3 0.0 -0.1
C 4.202607 -1.391960 2.047202 -0.3 -0.1 0.3
C 1.924292 1.141180 -2.200081 0.0 0.0 0.0
C -8.419873 0.844963 -0.286952 -0.1 -0.2 0.2
C 1.642540 -0.667628 -0.110981 -0.1 0.0 0.0
C 7.920105 1.032169 0.942337 -0.1 0.1 0.3
C -2.861341 1.395478 0.889261 0.3 0.0 0.1
C -7.499749 -0.111471 0.465719 0.3 0.1 -0.3
C 2.911225 0.218265 -1.941093 0.0 0.1 -0.1
H 4.792811 1.351136 1.942074 -0.1 0.0 0.1
H -4.952100 1.218925 2.295883 0.0 0.0 0.1
H -2.113582 2.799882 -1.093266 0.0 0.0 0.0
H -1.221994 -1.777242 -1.404465 0.1 0.0 0.0
H -5.692257 1.056104 0.273117 -0.1 0.0 -0.1
H 5.409458 3.395682 0.682399 0.0 0.0 -0.1
H -5.942597 -1.098083 2.478189 0.1 0.0 0.0
H 5.929560 -0.081054 -0.508007 0.2 0.2 0.1
H -2.320042 -0.135000 2.083424 0.0 0.2 -0.1
H 0.732456 3.687763 -2.598483 0.0 0.0 0.0
H 3.715163 -2.363069 2.006634 0.0 0.0 0.3
H -0.059494 2.522427 -3.684563 0.0 0.0 0.0
H 8.854280 0.977017 1.504447 0.0 0.0 -0.1
H -2.236276 -2.249802 -0.048482 0.1 0.0 0.2
H 6.806222 -0.075195 2.411938 0.0 0.0 0.1
H -10.503791 1.416575 -0.370422 -0.1 0.0 0.0
H -6.150809 -2.660475 -0.047359 0.1 0.0 0.1
H 7.882498 3.188774 0.891062 0.0 0.0 0.1
H 7.489684 -1.081120 1.127566 0.0 -0.1 0.0
H -10.237519 -0.281491 0.028097 -0.1 -0.1 0.0
H -4.598725 -3.234757 -1.891267 -0.1 0.0 -0.1
H 3.804253 0.165947 -2.543298 0.1 0.1 -0.1
H -8.367527 0.630877 -1.357183 0.1 0.1 0.0
H 4.934240 -1.396825 2.854246 0.0 0.0 0.0
H -4.223223 0.256064 3.603649 -0.1 0.1 -0.1
H 4.044961 1.345890 0.338141 0.0 0.0 0.1
H 7.055361 2.479219 2.279049 0.0 0.0 0.1
H 8.161740 0.951321 -0.119284 0.1 0.0 -0.1
H -4.475200 -2.875194 0.470630 -0.1 0.0 0.0
H 3.451759 -0.618277 2.242851 0.0 0.0 0.1
H -3.160168 -1.380096 -2.823868 0.0 0.1 0.0
H -4.323215 -1.774087 2.237785 -0.1 0.0 0.0
H -6.008992 -0.010494 -1.079317 0.0 0.1 0.0
H 1.506917 -1.383706 0.684224 -0.1 0.0 0.1
H -9.943981 0.965270 1.240490 -0.1 0.0 0.1
H -1.031539 3.662219 -2.741996 0.0 -0.1 0.0
H -2.145759 -3.275836 -1.482772 0.1 -0.1 0.0
H 2.050484 1.825135 -3.022725 0.0 0.1 -0.1
H -5.429496 -1.711344 -2.173513 -0.1 -0.1 -0.1
H 6.084877 2.401141 -0.612020 0.0 0.1 -0.1
H -7.826968 -1.139589 0.290937 -0.1 -0.1 0.1
H -7.582245 0.089929 1.535807 0.0 -0.1 0.1
H -3.400751 -0.494407 -1.311181 0.0 0.1 -0.1
H -8.068757 1.868411 -0.137776 0.0 0.1 -0.1
```
Positions in Å, forces in eV/Å.

SMILES: CCCCN(CCCC)CCNC(=O)c1cn(C)c2ccc(S(=O)(=O)N(C)C3CCCCC3)cc2c1=O
Electronic energy (hartree): -2011.5564
Gap between HOMO and LUMO (eV): 7.9048
HOMO energy (eV): -8.071
Relative energy (zero: lowest compared OMol25 entry of this formula, charge and spin) (kJ/mol): 0.0

---

DFT (ωB97M-V/def2-TZVPD) results for an isolated molecule of C28H44O2.

Structure (XYZ):
```
74
Properties=species:S:1:pos:R:3:forces:R:3
O 7.207652 -1.078430 -1.369695 0.3 0.1 -0.1
O 3.876836 -2.732279 0.563110 -0.2 -0.1 -0.3
C -0.404847 3.567662 -1.392816 0.0 -0.1 -0.1
C -4.870225 -0.923009 -0.490365 -0.1 -0.2 0.3
C -0.556374 1.997811 0.774428 0.0 -0.3 0.1
C -4.209395 -3.363842 -0.357404 0.1 0.1 0.1
C 5.980505 -1.112853 -0.683558 -0.1 -0.1 0.3
C 1.782683 1.145483 0.538659 -0.5 0.1 0.2
C 4.095038 0.250665 0.289426 -0.5 0.3 0.0
C -1.616898 0.358541 -0.830213 0.0 0.2 0.2
C 0.755437 1.867779 0.069102 0.2 0.0 0.3
C 5.847716 1.346566 -1.036822 0.1 0.0 0.0
C -2.914976 1.828476 0.784506 0.0 -0.2 -0.1
C -1.740200 2.819412 -1.302769 0.1 0.1 0.1
C 5.331154 0.243453 -0.504223 0.3 -0.1 -0.3
C -0.875826 1.101056 1.970804 0.1 0.2 0.0
C -3.251864 -3.234371 0.824930 -0.2 -0.2 -0.2
C 6.124564 -1.792883 0.685884 -0.4 -0.1 -0.3
C -4.293069 1.413916 0.222844 0.0 0.2 0.1
C -3.430711 -3.258242 -1.666308 -0.2 -0.1 0.2
C 3.049880 0.991453 -0.122523 0.5 -0.2 -0.2
C -5.346828 -2.323013 -0.239573 -0.1 -0.2 -0.1
C -2.416893 1.060150 2.025004 -0.1 0.1 0.1
C -6.507405 -2.645843 -1.183219 0.1 0.0 0.2
C -4.676883 -0.018090 0.454725 0.1 0.2 -0.3
C -1.729153 1.746832 -0.199053 -0.1 0.2 0.1
C 0.795788 2.636837 -1.229602 0.1 0.2 -0.1
C -5.390151 2.289056 0.843363 0.1 -0.1 -0.3
C 4.099846 -0.578769 1.544587 -0.1 -0.3 -0.1
C 4.753797 -1.947778 1.342925 0.4 0.2 0.7
H 3.083611 -0.745468 1.896144 0.0 0.0 0.1
H 4.884106 -2.424034 2.332157 0.0 0.2 -0.2
H -5.723193 -2.380901 0.788609 0.0 0.0 0.0
H 6.598983 -2.769290 0.551513 0.0 0.0 0.0
H -0.642497 3.037142 1.117375 -0.1 0.0 0.0
H -1.671035 -0.423047 -0.080038 0.0 -0.2 0.1
H -3.775109 -3.388732 1.766365 0.0 0.0 0.1
H 5.395804 2.310683 -0.882326 -0.1 0.2 0.1
H -6.366150 1.997912 0.460259 -0.1 0.0 0.0
H 4.316398 -3.557823 0.332702 0.0 0.0 0.0
H -4.703637 -0.668115 -1.528745 0.1 0.1 -0.2
H 6.729687 1.321649 -1.654451 0.1 -0.1 -0.1
H 5.321682 -1.724627 -1.312984 0.1 0.1 0.1
H -4.674944 -4.356042 -0.313757 0.0 0.0 0.0
H -2.761465 0.028318 2.004409 0.0 0.0 0.1
H -5.398288 2.175479 1.925311 0.0 0.0 0.2
H -4.093287 -3.315333 -2.525878 0.0 0.0 -0.2
H -4.883757 -0.277907 1.485454 0.0 -0.1 0.2
H 3.162536 1.517646 -1.060077 0.1 0.0 -0.1
H 0.822767 1.934054 -2.068063 0.1 0.0 -0.1
H 4.652493 -0.045195 2.324510 0.0 0.0 0.0
H -0.360706 4.342101 -0.623966 0.0 0.0 0.0
H -2.805695 -2.242872 0.838163 0.1 0.1 0.0
H -1.945503 2.346797 -2.264885 -0.1 0.0 -0.1
H -2.537356 3.544302 -1.122614 -0.1 0.0 0.0
H -2.797168 1.515896 2.939240 -0.1 -0.1 0.1
H -2.427094 0.203479 -1.537823 -0.1 -0.1 -0.1
H -0.446279 1.495635 2.891427 0.1 -0.1 0.0
H -0.672953 0.253124 -1.358514 0.1 0.0 -0.1
H -2.453384 -3.969280 0.751450 0.1 -0.1 0.0
H 1.662165 0.645365 1.487272 -0.1 -0.1 0.1
H -6.875718 -3.654111 -1.005854 -0.1 -0.1 0.0
H -0.340385 4.072869 -2.359056 0.0 0.1 0.1
H -6.199432 -2.568890 -2.223007 0.0 0.0 -0.1
H 7.810528 -0.505933 -0.880928 0.0 0.0 0.0
H 1.712073 3.230572 -1.280010 0.0 -0.1 -0.1
H -0.474297 0.099930 1.816923 0.1 0.0 0.0
H -5.228357 3.338611 0.606375 0.0 0.1 0.0
H -7.325106 -1.946767 -1.020125 -0.1 0.0 0.0
H 6.767884 -1.187647 1.330037 0.0 0.0 0.0
H -2.716201 -4.075767 -1.737876 0.1 0.0 0.0
H -2.878778 -2.323079 -1.708585 0.1 0.1 0.0
H -4.280587 1.602300 -0.856006 0.0 0.0 0.0
H -2.999718 2.885219 1.064913 0.1 0.0 0.0
```
Positions in Å, forces in eV/Å.

SMILES: C=C1/C(=C/C=C2\CCC[C@]3(C)[C@@H]([C@H](C)/C=C/[C@@H](C)C(C)C)CC[C@@H]23)C[C@@H](O)C[C@@H]1O
Electronic energy (hartree): -1243.7583
Gap between HOMO and LUMO (eV): 8.4640
HOMO energy (eV): -7.734
Relative energy (zero: lowest compared OMol25 entry of this formula, charge and spin) (kJ/mol): 16.8

---

DFT (ωB97M-V/def2-TZVPD) results for a cluster of 5 separate species, C28H46Br10ClNO4 in total at a distorted geometry.

Structure (XYZ):
```
90
Properties=species:S:1:pos:R:3:forces:R:3
Br 0.959922 -6.710026 3.855699 0.0 -0.2 -0.1
Br -6.121158 -0.996310 -0.694285 -0.1 -0.1 0.1
Br 2.356460 -4.123429 8.262734 0.0 0.1 0.0
Br 2.562880 -3.011741 4.733968 -2.2 -2.2 2.9
Br -6.372835 -2.044550 2.815085 -0.2 0.0 -0.1
Br 0.304130 5.054499 -10.110271 0.0 -0.1 0.0
Br -2.950766 -2.085028 -1.956035 0.1 0.0 0.0
Br 2.794036 -8.972056 6.120289 0.0 0.0 -0.1
Br -2.974722 1.568189 -1.516342 0.1 0.0 -0.1
Br -0.691237 4.185674 -6.676715 -0.8 0.0 -0.4
Cl 0.810305 -0.866229 -0.421110 0.1 0.1 -0.1
O 4.002917 -2.034164 3.276507 1.4 0.7 -1.4
O 3.394400 1.770091 -3.826655 -0.2 0.0 0.1
O 2.424691 -0.453696 3.184277 -0.2 -0.7 -0.3
O -0.073373 -1.667970 1.858638 0.0 1.2 0.2
N 3.461836 2.876172 -1.251393 0.3 0.3 0.6
C -1.910082 0.465523 -2.715014 -0.1 0.3 -0.1
C 2.178671 -2.194307 1.633167 0.4 -0.4 -0.2
C -3.343173 0.429958 1.731443 0.6 0.5 0.5
C -3.189494 -0.322121 3.072521 -0.5 0.2 -0.5
C 2.873050 -6.863741 4.183653 -0.1 0.1 -0.2
C -2.712507 -0.676728 -3.274612 0.1 -0.3 0.0
C -0.754670 -0.879719 2.842884 -1.0 -1.1 0.1
C 1.719099 5.013820 -3.712456 0.0 0.1 0.0
C 1.105144 -1.124051 1.327451 0.3 -1.8 0.7
C 2.150385 4.456566 -5.989788 0.3 0.7 0.4
C 2.817171 2.959780 -4.209105 -0.1 -0.1 -0.1
C -1.469984 4.727777 -9.378895 0.1 0.2 -0.2
C 0.998232 -3.278652 7.151711 -0.1 -0.2 0.1
C 2.754624 3.291512 -5.562675 -0.1 0.1 -0.3
C 3.547692 3.025936 0.197035 -0.4 0.0 0.5
C -7.736872 -1.302001 1.642031 -0.1 -0.2 0.2
C 2.287102 3.585715 -1.762099 0.4 -0.6 -0.3
C -2.171328 -1.459431 2.998802 -0.2 0.5 0.3
C -1.604418 5.294497 -7.991665 -0.2 -0.3 0.2
C 1.758889 0.056607 2.019234 1.0 2.0 -0.3
C 2.989669 -1.628517 2.785219 0.4 1.4 -1.4
C 1.057726 -3.790152 5.735924 0.4 0.3 0.0
C 1.625333 5.342639 -5.050353 0.5 -0.3 0.5
C -7.604479 -1.836111 0.241135 0.0 0.3 -0.2
C 2.485758 2.227229 0.945434 0.0 -0.3 0.2
C 2.862607 0.761064 1.169283 -0.6 0.2 -0.3
C 2.300256 3.825793 -3.255103 0.1 0.5 0.2
C 3.290075 -8.297865 4.364337 0.1 0.0 0.2
H -2.824389 -0.057745 0.908406 -0.2 -0.3 -0.1
H 3.453801 4.075816 0.523539 0.0 0.1 -0.2
H -0.243268 -1.018127 3.798064 0.3 0.5 0.0
H 2.791623 -2.529029 0.799756 0.2 0.3 0.0
H -2.248868 -2.040340 3.918739 0.1 -0.2 -0.1
H 4.305307 3.307023 -1.611730 -0.1 -0.1 -0.4
H -2.893809 0.403716 3.833492 0.0 -0.1 0.2
H -7.642320 -0.222341 1.692155 0.0 0.0 -0.1
H -8.687050 -1.601752 2.078853 0.0 0.0 0.0
H 0.166600 -3.491056 5.183445 0.0 0.0 0.0
H 3.179115 2.633707 -6.310732 0.1 -0.2 0.1
H 2.334032 2.689407 1.925715 0.0 0.0 0.0
H 1.156207 -2.206350 7.221033 0.0 0.0 0.0
H 2.988006 0.273878 0.204782 0.3 0.0 0.0
H 1.167202 -4.866866 5.682338 -0.1 0.1 0.2
H -1.590164 1.135158 -3.511207 0.0 0.0 0.0
H 2.081212 4.729198 -7.031191 0.2 -0.3 -0.1
H 0.049095 -3.532560 7.619532 0.0 0.0 0.0
H 4.373203 -8.385653 4.318440 0.0 0.1 0.0
H -1.632160 3.655814 -9.412674 0.0 0.0 0.1
H -4.377278 0.628314 1.461632 -0.1 -0.2 -0.1
H 2.841267 -8.962475 3.633665 0.0 0.0 0.0
H 3.095391 -6.244509 5.048184 0.0 0.0 0.0
H 3.050351 1.081006 -4.401144 0.2 -0.1 -0.1
H 1.414999 2.969474 -1.532896 -0.1 0.1 0.1
H -2.184483 -1.143635 -4.103296 0.0 0.0 0.0
H -2.865160 1.409744 1.822293 0.0 0.1 -0.1
H -1.044821 0.135705 -2.151016 0.0 -0.1 0.0
H -2.157876 5.220593 -10.062454 0.0 0.0 0.0
H 4.519694 2.701177 0.573669 0.1 -0.1 -0.3
H 2.193054 4.551397 -1.248119 -0.3 0.1 -0.1
H -7.430724 -2.906724 0.212271 0.0 0.0 0.1
H 3.348590 -6.435559 3.304122 0.0 0.0 0.0
H -8.490443 -1.597784 -0.343536 0.0 0.0 0.1
H -2.648649 5.309330 -7.686432 0.0 0.0 -0.1
H -3.703184 -0.377179 -3.601970 0.0 0.1 0.0
H 1.139885 6.267550 -5.319496 0.0 0.0 -0.2
H 1.148644 0.889609 2.354697 -0.6 -0.5 0.2
H 3.794234 0.737153 1.730341 0.1 -0.2 0.0
H 1.302420 5.696501 -2.981033 0.0 0.0 0.1
H 1.508546 2.250968 0.457860 0.0 0.2 -0.2
H -2.412330 -2.106734 2.156557 0.1 0.0 -0.1
H 1.719621 -3.090896 2.046227 -0.3 0.0 -0.2
H -0.871500 0.163694 2.559633 0.4 0.1 -0.1
H -4.176599 -0.692197 3.348103 0.3 -0.1 0.2
H -1.188985 6.293134 -7.902509 0.0 0.0 -0.1
```
Positions in Å, forces in eV/Å.

Electronic energy (hartree): -27650.4897
Gap between HOMO and LUMO (eV): 8.7977
HOMO energy (eV): -8.525

---

- What is the formula in the first record?
  C28H44N4O4S

---

- The highest HOMO energy belongs to which entry?
  C28H44O2

---

- Number 3 is which compound?
  C28H46Br10ClNO4